Entry 1:
Density functional theory data (the ωB97M-V functional and the def2-TZVPD basis) for a structure of composition H3N2O2 at a distorted geometry.

Cartesian coordinates (Å):
N: 1.6374 0.7464 -0.2160
N: 0.1526 -1.0683 -0.3009
O: -1.8069 -0.0065 0.3048
O: 1.2505 -0.5425 -0.0392
H: -1.5375 -0.0438 1.2728
H: 1.0262 1.3241 -0.8369
H: -0.7224 -0.4094 -0.1846

Atomic forces in eV per Å
0.6 0.5 0.1
1.3 -2.1 -0.7
-0.2 0.5 2.3
1.4 0.9 -0.1
-0.8 0.2 -1.7
-0.7 -1.3 0.5
-1.7 1.3 -0.5

Summary:
net charge: -1
F_max: 0.050 Eh/bohr
highest occupied orbital energy (alpha / beta): -0.1233 / -0.1208 Eh
Kohn-Sham gap (alpha / beta): 8.097 / 8.299 eV

***

Entry 2:
Density functional theory data (the ωB97M-V functional and the def2-TZVPD basis) for a structure of composition H3N2O2P3S at a distorted geometry.

Cartesian coordinates (Å):
N: 1.3818 -0.1775 0.0525
N: -0.4316 1.4225 -0.6156
O: -3.2798 0.2329 1.4009
O: -1.5677 -1.3057 -0.0626
P: 0.0427 0.0015 -0.9557
P: -3.2072 1.2833 0.0418
P: 2.6599 -1.1720 0.0455
S: -2.9556 -0.8109 0.1373
H: 0.1797 2.0639 -0.1502
H: 3.5200 -0.6824 1.1459
H: 3.6577 -0.8558 -1.0399

Atomic forces in eV per Å
0.4 -0.7 -0.3
-1.2 1.1 -0.9
0.4 0.1 -0.2
-0.9 0.1 1.2
1.7 -0.6 -0.3
0.2 -0.1 0.3
1.5 1.0 0.0
-0.2 -0.4 -0.7
0.1 0.2 0.8
-0.9 -0.5 -0.8
-1.1 -0.2 0.8

Summary:
F_max: 0.036 Eh/bohr
highest occupied orbital energy (alpha / beta): -0.3154 / -0.2959 Eh
Kohn-Sham gap (alpha / beta): 7.597 / 6.167 eV

***

Entry 3:
Density functional theory data (the ωB97M-V functional and the def2-TZVPD basis) for a structure of composition H3N2O3P at a distorted geometry.

Cartesian coordinates (Å):
N: 0.3664 -1.1738 -1.1108
N: -1.1264 1.1695 0.3561
O: 0.6588 0.2922 2.0952
O: -0.1104 -1.3656 0.2055
O: 1.2442 -0.0606 -0.9023
P: 0.1528 0.1661 0.7817
H: 0.9874 -2.0942 -1.3476
H: -1.3990 1.0130 -0.6501
H: -0.7740 2.0534 0.5726

Atomic forces in eV per Å
1.5 -1.7 -2.0
0.7 -3.1 -1.2
1.1 0.7 2.3
-0.6 1.0 1.6
-1.7 0.4 2.9
-0.2 -2.7 -6.2
-1.3 2.7 1.2
0.4 0.6 1.4
0.0 2.3 0.1

Summary:
F_max: 0.132 Eh/bohr
highest occupied orbital energy: -0.3445 Eh
Kohn-Sham gap: 9.687 eV

***

Entry 4:
Density functional theory data (the ωB97M-V functional and the def2-TZVPD basis) for a cluster of 2 separate species, H3N2P in total at a distorted geometry.

Cartesian coordinates (Å):
N: 2.2426 -0.1057 0.0011
N: -1.2984 0.3968 0.0501
P: -0.5536 -1.0472 0.0153
H: 2.6611 -1.0306 -0.1232
H: -0.8839 1.2062 0.4888
H: -2.1679 0.5805 -0.4320

Atomic forces in eV per Å
-1.8 0.1 0.1
0.3 -0.3 0.0
1.4 0.6 -0.2
0.0 -0.5 0.0
0.1 0.1 -0.1
-0.1 -0.1 0.1

Summary:
F_max: 0.034 Eh/bohr
highest occupied orbital energy (alpha / beta): -0.2891 / -0.2963 Eh
Kohn-Sham gap (alpha / beta): 6.407 / 6.701 eV

***

Entry 5:
Density functional theory data (the ωB97M-V functional and the def2-TZVPD basis) for a cluster of 2 separate species, H3N3O in total at a distorted geometry.

Cartesian coordinates (Å):
N: -0.0096 1.5824 0.0092
N: -0.0042 -0.6805 -0.0062
N: 0.4055 0.4589 -0.0136
O: 2.2042 -0.4046 0.0409
H: 0.4410 2.4059 0.2929
H: -0.9412 -1.0122 0.2354
H: 1.6935 -1.0186 0.1196

Atomic forces in eV per Å
-1.4 0.0 -1.0
-1.3 -1.5 -0.5
1.4 -3.1 1.3
9.0 13.7 -1.6
1.6 0.7 0.5
-0.2 1.4 -0.1
-9.0 -11.3 1.4

Summary:
F_max: 0.320 Eh/bohr
highest occupied orbital energy (alpha / beta): -0.3619 / -0.3621 Eh
Kohn-Sham gap (alpha / beta): 8.474 / 8.479 eV

***

Entry 6:
Density functional theory data (the ωB97M-V functional and the def2-TZVPD basis) for a cluster of 2 separate species, H3N3O in total at a distorted geometry.

Cartesian coordinates (Å):
N: 0.6823 -1.0101 0.0426
N: -1.2479 0.6255 -0.3458
N: 0.6457 0.1298 -0.0859
O: 1.3682 1.0748 -0.1806
H: 1.6003 -1.5982 0.1431
H: -1.3563 1.0200 0.6686
H: -1.6924 -0.2418 -0.2420

Atomic forces in eV per Å
1.2 -8.4 1.1
3.3 2.5 2.6
-3.2 6.1 -1.3
0.4 0.3 0.1
-1.4 2.2 -0.3
0.3 -0.6 -2.2
-0.5 -2.1 0.1

Summary:
F_max: 0.166 Eh/bohr
highest occupied orbital energy (alpha / beta): -0.3612 / -0.3614 Eh
Kohn-Sham gap (alpha / beta): 9.445 / 9.448 eV

***

Entry 7:
Density functional theory data (the ωB97M-V functional and the def2-TZVPD basis) for the molecule H3N3O2 at a distorted geometry.

Cartesian coordinates (Å):
N: -0.1504 -0.0057 -0.1148
N: -0.0484 -1.2382 -0.6634
O: 0.5725 0.3432 1.2168
N: -0.6024 0.9925 -0.7486
O: -0.4964 2.0800 -0.1873
H: 0.2985 1.2630 1.4144
H: -0.4925 -1.9382 -0.0752
H: 0.9191 -1.4965 -0.8419

Atomic forces in eV per Å
1.4 0.6 3.1
0.3 -0.1 0.5
-0.7 -1.7 -1.8
-0.5 1.3 -0.9
-0.2 -0.4 -0.2
-0.2 -0.2 -0.8
0.0 0.2 0.0
-0.1 0.2 0.0

Summary:
F_max: 0.068 Eh/bohr
highest occupied orbital energy: -0.3615 Eh
structure (SMILES): NN(O)N=O
Kohn-Sham gap: 10.506 eV

***

Entry 8:
Density functional theory data (the ωB97M-V functional and the def2-TZVPD basis) for a cluster of 2 separate species, H3N3O3 in total at a distorted geometry.

Cartesian coordinates (Å):
N: 1.4843 -0.1746 -0.1890
N: 1.3400 0.4694 0.9580
N: 0.5670 -0.5339 -0.8569
O: 0.2202 -0.8713 -1.9288
O: -2.0811 0.5841 -0.4341
O: -1.2265 -0.0556 0.4188
H: 0.3342 0.5612 1.1876
H: 1.9653 0.1457 1.6836
H: -2.6034 -0.1250 -0.8392

Atomic forces in eV per Å
3.0 -0.9 -1.4
-1.4 0.9 1.2
-2.6 0.9 2.1
0.2 -0.5 -1.5
0.4 -0.1 0.3
-0.3 -0.1 -0.6
0.7 0.0 0.2
-0.1 -0.1 -0.3
0.1 -0.1 0.0

Summary:
F_max: 0.067 Eh/bohr
highest occupied orbital energy (alpha / beta): -0.3503 / -0.3116 Eh
Kohn-Sham gap (alpha / beta): 9.123 / 7.469 eV

***

Entry 9:
Density functional theory data (the ωB97M-V functional and the def2-TZVPD basis) for a cluster of 2 separate species, H3N3OS in total at a distorted geometry.

Cartesian coordinates (Å):
N: 1.2703 0.5557 0.7741
N: 0.5981 -0.4122 0.7059
N: -0.9546 0.0227 -0.7349
O: 0.3370 -1.4228 1.2226
S: -0.4184 1.2903 -1.6598
H: 2.0191 0.5288 1.3395
H: -1.0195 -0.8561 -1.2338
H: -1.8320 0.2937 -0.4136

Atomic forces in eV per Å
-1.9 2.1 -3.2
-1.4 0.7 -0.9
0.7 0.3 -2.0
0.0 -3.0 1.6
0.5 0.3 -0.3
3.5 -0.2 3.1
0.3 -0.2 0.2
-1.8 0.1 1.5

Summary:
F_max: 0.091 Eh/bohr
highest occupied orbital energy (alpha / beta): -0.3123 / -0.3150 Eh
Kohn-Sham gap (alpha / beta): 7.651 / 8.421 eV

***

Entry 10:
Density functional theory data (the ωB97M-V functional and the def2-TZVPD basis) for the molecule H3NO2 at a distorted geometry.

Cartesian coordinates (Å):
N: 0.3169 0.6997 0.6830
O: -0.5285 -1.2374 -0.7578
O: 0.2593 -0.6670 0.5103
H: -0.6565 1.0164 0.6603
H: 0.9799 1.0574 -0.0103
H: -1.0283 -1.9945 -0.4035

Atomic forces in eV per Å
-0.7 -2.0 -1.1
0.8 1.6 0.5
-0.3 -1.1 0.3
0.6 0.6 -0.2
-0.8 0.4 0.1
0.4 0.4 0.6

Summary:
F_max: 0.046 Eh/bohr
highest occupied orbital energy: -0.3751 Eh
structure (SMILES): NOO
Kohn-Sham gap: 10.918 eV

***

Entry 11:
Density functional theory data (the ωB97M-V functional and the def2-TZVPD basis) for a cluster of 2 separate species, H3NO2 in total at a distorted geometry.

Cartesian coordinates (Å):
N: 1.1069 0.0368 -0.0630
O: -1.7988 0.2115 0.2291
O: 0.1980 -0.7448 0.2399
H: 1.7569 0.5155 0.6270
H: 1.1147 0.4430 -1.0324
H: -2.3777 -0.4620 -0.0006

Atomic forces in eV per Å
0.3 1.3 -0.6
3.7 2.1 0.9
-0.9 0.6 -0.1
-1.5 -0.8 -0.5
0.0 -0.7 1.0
-1.6 -2.4 -0.7

Summary:
F_max: 0.084 Eh/bohr
highest occupied orbital energy (alpha / beta): -0.3267 / -0.3267 Eh
Kohn-Sham gap (alpha / beta): 7.146 / 7.143 eV

***

Entry 12:
Density functional theory data (the ωB97M-V functional and the def2-TZVPD basis) for the molecule H3NO2 at a distorted geometry.

Cartesian coordinates (Å):
N: -0.1558 -0.5722 -0.4451
O: 0.4406 1.3471 0.6016
O: 0.5628 -0.0223 0.8381
H: -1.0308 -1.0364 -0.0730
H: 0.4362 -1.2265 -0.9563
H: -0.2530 1.5103 0.0349

Atomic forces in eV per Å
-0.5 0.4 2.4
3.7 1.3 2.9
-2.2 -1.9 -3.5
1.7 0.4 -0.4
0.2 0.0 0.7
-2.8 -0.3 -2.1

Summary:
F_max: 0.095 Eh/bohr
highest occupied orbital energy: -0.3627 Eh
structure (SMILES): NOO
Kohn-Sham gap: 10.861 eV

***

Entry 13:
Density functional theory data (the ωB97M-V functional and the def2-TZVPD basis) for a structure of composition H3NO2Si at a distorted geometry.

Cartesian coordinates (Å):
N: 0.7489 -0.0380 -0.7025
O: 0.0221 -0.2851 -1.6689
O: 1.9002 0.3122 -0.8233
Si: -0.4534 0.0215 0.6000
H: -0.9976 1.3346 0.5229
H: -1.4937 -0.8300 0.1565
H: 0.2735 -0.5152 1.9153

Atomic forces in eV per Å
0.8 0.7 -2.0
0.1 -0.2 -0.6
0.1 -0.3 0.7
0.5 -1.2 2.9
0.1 1.1 0.3
-0.7 -0.9 0.1
-0.9 0.9 -1.3

Summary:
F_max: 0.062 Eh/bohr
highest occupied orbital energy: -0.4039 Eh
Kohn-Sham gap: 10.712 eV

***

Entry 14:
Density functional theory data (the ωB97M-V functional and the def2-TZVPD basis) for a cluster of 2 separate species, H3NO3Si in total at a distorted geometry.

Cartesian coordinates (Å):
N: 1.4214 0.2971 -0.0382
O: 2.3440 1.0070 -0.2969
O: 1.6927 -1.0700 -0.0230
O: -1.1118 -1.2544 -0.0058
Si: -1.5537 0.2064 0.0166
H: 0.9096 -1.4750 0.2313
H: -2.4857 0.8890 -0.7872
H: -1.2163 1.3999 0.9033

Atomic forces in eV per Å
0.5 0.6 -0.3
-1.3 -2.1 0.4
4.0 2.6 -1.0
-0.1 0.3 0.1
1.1 0.8 1.3
-3.3 -1.1 0.7
-1.1 0.0 -1.4
0.3 -1.1 0.1

Summary:
F_max: 0.094 Eh/bohr
highest occupied orbital energy: -0.3886 Eh
structure (SMILES): O=[SiH2].O=NO
Kohn-Sham gap: 9.947 eV

***

Entry 15:
Density functional theory data (the ωB97M-V functional and the def2-TZVPD basis) for a cluster of 2 separate species, H3NO3Si in total at a distorted geometry.

Cartesian coordinates (Å):
N: -2.0014 0.0910 0.1008
O: -2.8998 0.8859 0.0790
O: -2.3522 -1.2616 -0.0171
O: 0.1572 -1.2890 -0.0984
Si: 0.6995 0.0950 -0.0012
H: -1.5189 -1.6163 0.1532
H: 0.6678 1.1443 -1.1206
H: 1.1038 0.6158 1.2208

Atomic forces in eV per Å
-1.9 1.2 0.1
1.5 -2.4 -0.2
-3.4 3.5 -0.1
0.5 -2.5 -0.3
-1.0 1.9 -1.9
3.3 -1.7 0.2
0.3 -0.8 0.6
0.8 0.8 1.6

Summary:
F_max: 0.095 Eh/bohr
highest occupied orbital energy: -0.3847 Eh
structure (SMILES): O=[SiH2].O=NO
Kohn-Sham gap: 9.894 eV

***

Entry 16:
Density functional theory data (the ωB97M-V functional and the def2-TZVPD basis) for a cluster of 2 separate species, H3NO4P in total at a distorted geometry.

Cartesian coordinates (Å):
N: -0.5971 -0.2186 0.2763
O: 2.2845 0.1330 0.2669
O: 4.3981 1.6533 0.5336
O: 4.5002 -0.4250 -1.1532
O: 4.6674 -0.9948 0.2385
P: 3.7693 0.3911 0.1644
H: -0.1738 0.3902 -0.4939
H: -0.9781 0.3682 1.0412
H: 0.2857 -0.5258 0.5213

Atomic forces in eV per Å
-1.4 1.9 -2.0
1.7 0.4 0.0
0.5 0.7 0.4
-0.8 1.1 0.6
-0.2 0.5 0.9
-1.0 -2.8 -1.9
-1.5 -0.3 1.3
0.7 -0.3 -0.9
2.2 -1.3 1.6

Summary:
net charge: -1
F_max: 0.069 Eh/bohr
highest occupied orbital energy: -0.2017 Eh
Kohn-Sham gap: 9.683 eV

***

Entry 17:
Density functional theory data (the ωB97M-V functional and the def2-TZVPD basis) for a cluster of 2 separate species, H3NO4P in total at a distorted geometry.

Cartesian coordinates (Å):
N: -0.6501 0.4037 -0.0459
O: 2.8282 1.0230 1.2661
O: 2.2935 0.7798 -1.2469
O: 2.4844 -1.4949 0.1000
O: 3.8570 -1.0493 -0.0175
P: 2.7708 0.2116 0.0081
H: -0.5423 1.0322 -0.7434
H: -0.3899 0.5809 0.9609
H: -0.4671 -0.5192 -0.3533

Atomic forces in eV per Å
-1.4 -2.0 4.3
-0.1 -0.9 -0.8
0.0 0.3 -1.2
-2.3 1.2 0.5
1.9 1.7 -0.5
0.5 -2.2 1.9
1.0 2.6 -1.8
-0.1 0.1 -2.4
0.4 -0.7 0.0

Summary:
net charge: -1
F_max: 0.096 Eh/bohr
highest occupied orbital energy: -0.1833 Eh
Kohn-Sham gap: 9.256 eV

***

Entry 18:
Density functional theory data (the ωB97M-V functional and the def2-TZVPD basis) for a cluster of 2 separate species, H3NOS in total at a distorted geometry.

Cartesian coordinates (Å):
N: -1.4687 0.2034 0.0467
O: 0.8090 -0.7617 0.1725
S: 2.0447 0.0448 -0.0467
H: -1.6957 0.8039 0.8199
H: -1.7112 -0.7608 0.4575
H: 2.0219 0.4703 -1.4499

Atomic forces in eV per Å
-0.7 -2.0 0.0
0.2 -0.2 -0.1
0.2 0.6 -1.4
-0.1 0.7 0.8
0.5 1.5 -0.8
-0.1 -0.6 1.6

Summary:
F_max: 0.042 Eh/bohr
highest occupied orbital energy (alpha / beta): -0.3784 / -0.3451 Eh
Kohn-Sham gap (alpha / beta): 9.099 / 9.212 eV

***

Entry 19:
Density functional theory data (the ωB97M-V functional and the def2-TZVPD basis) for a cluster of 2 separate species, H3NOS2 in total at a distorted geometry.

Cartesian coordinates (Å):
N: -0.4332 -0.3835 1.4338
O: 1.1831 0.2008 -0.7348
S: -1.9895 0.6313 -0.6991
S: -1.8565 0.1909 1.1960
H: 2.0050 -0.3328 -0.6106
H: 0.3605 -0.1164 0.8886
H: 0.7305 -0.1902 -1.4739

Atomic forces in eV per Å
-2.6 0.5 3.2
1.8 -0.3 0.6
-0.9 0.5 0.8
3.0 -1.1 -2.3
-0.9 0.6 -0.3
0.0 0.1 -1.5
-0.5 -0.3 -0.5

Summary:
F_max: 0.080 Eh/bohr
highest occupied orbital energy (alpha / beta): -0.3377 / -0.3377 Eh
Kohn-Sham gap (alpha / beta): 7.732 / 7.722 eV

***

Entry 20:
Density functional theory data (the ωB97M-V functional and the def2-TZVPD basis) for the molecule H3NP2S at a distorted geometry.

Cartesian coordinates (Å):
N: 0.1497 0.2014 -0.1013
P: 1.5904 1.0373 -0.0488
P: -1.4973 0.7672 -0.1007
S: 3.0743 -1.0038 0.0370
H: 0.1911 -0.8570 -0.1869
H: -1.8127 -0.5559 -0.7832
H: -1.6955 0.4108 1.1840

Atomic forces in eV per Å
1.6 -1.0 -0.3
1.7 -4.9 0.2
0.1 -0.9 -2.5
-2.8 4.0 -0.2
0.6 1.8 0.4
-0.5 1.7 1.1
-0.7 -0.7 1.5

Summary:
F_max: 0.100 Eh/bohr
highest occupied orbital energy (alpha / beta): -0.3056 / -0.3057 Eh
structure (SMILES): PNP=S
Kohn-Sham gap (alpha / beta): 6.612 / 6.616 eV

***

Listing ΔE to the lowest compared entry with this formula, charge and spin for the structures above in their given order: 26.6, 93.1, 32.6, 145.1, 152.4, 100.9, 18.3, 156.2, 122.7, 39.3, 70.8, 48.3, 14.6, 42.8, 42.7, 17.0, 25.0, 68.5, 16.5, 67.2 kcal per mole.